Molecular formula: C36H36N5O2Sr
Method: DFT, the ωB97M-V functional and the def2-TZVPD basis

Values from the calculation:
Lowest unoccupied orbital energy ... 2.35 eV
Total charge ... -1
Energy relative to the best compared isomer or geometry (same formula, charge and spin) ... 0.104 eV
DFT total energy ... -1848.5832 a.u.

Positions of all 80 atoms, in Å:
1 Sr 0.23770 -0.07794 0.00152
2 C -4.17528 -5.54805 -0.21557
3 C -2.74959 -5.90980 0.08196
4 C -2.17636 -7.06800 -0.42344
5 C -0.85275 -7.40431 -0.16825
6 C -0.08667 -6.55901 0.61787
7 C -0.63040 -5.39242 1.13520
8 C -1.95406 -5.06486 0.86791
9 N -2.51931 -3.90336 1.44750
10 C -1.67124 -2.73242 1.47461
11 N -1.29710 -2.46076 2.73217
12 C -0.66060 -1.30516 3.35268
13 C -0.12233 -0.30700 2.57050
14 C 0.40966 0.76342 3.31384
15 C 0.41786 0.80516 4.70124
16 C -0.13073 -0.25555 5.41536
17 C -0.69053 -1.34109 4.75741
18 C -1.28894 -2.47476 5.54311
19 N -1.32061 -2.11555 0.38476
20 C -2.12338 -2.37334 -0.76125
21 C -3.42224 -1.86919 -0.79056
22 C -4.23804 -2.04593 -1.89961
23 C -3.75718 -2.74156 -2.99690
24 C -2.45521 -3.22492 -2.98055
25 C -1.61204 -3.03605 -1.88982
26 C -0.18749 -3.49148 -1.94565
27 H -4.64156 -6.29608 -0.85599
28 H -4.24404 -4.58727 -0.73499
29 H -4.77571 -5.47594 0.69635
30 H -2.78904 -7.71423 -1.04279
31 H -0.42862 -8.31079 -0.57888
32 H 0.94752 -6.79806 0.83371
33 H -0.01994 -4.73827 1.74690
34 H -3.43548 -3.67678 1.09105
35 H -1.65901 -3.16682 3.34918
36 H 0.84853 1.61608 2.79395
37 H 0.84778 1.64843 5.23031
38 H -0.13118 -0.24794 6.50116
39 H -1.17152 -2.29856 6.61236
40 H -0.81473 -3.43802 5.32559
41 H -2.36022 -2.59938 5.35117
42 H -3.76617 -1.28880 0.05832
43 H -5.23557 -1.62545 -1.90456
44 H -4.38155 -2.89055 -3.86863
45 H -2.06470 -3.75258 -3.84379
46 H -0.01143 -4.10341 -2.83155
47 H 0.09850 -4.06485 -1.06696
48 H 0.48692 -2.63513 -2.01800
49 N -0.55877 -0.07545 -2.72103
50 C -0.73123 1.38438 -2.91815
51 C -1.54743 2.00818 -1.77598
52 O -2.37720 2.86880 -2.03420
53 O -1.24127 1.52782 -0.62324
54 H -0.07254 -0.47028 -3.51729
55 H -1.47767 -0.50794 -2.70495
56 H -1.20586 1.63051 -3.87054
57 H 0.26543 1.83558 -2.90239
58 C 4.80335 -3.56398 1.13410
59 C 3.58849 -3.62414 0.46468
60 C 2.96098 -2.46895 0.02541
61 C 3.50270 -1.18977 0.24994
62 C 4.73226 -1.14831 0.94161
63 C 5.35913 -2.30777 1.36257
64 N 2.77052 -0.08395 -0.12359
65 C 3.39972 1.10451 -0.42484
66 C 2.71571 2.31560 -0.18792
67 C 3.24247 3.54292 -0.56096
68 C 4.49130 3.62935 -1.16232
69 C 5.19091 2.44793 -1.38822
70 C 4.66594 1.21703 -1.03588
71 H 5.30016 -4.46387 1.47258
72 H 3.11730 -4.58148 0.26500
73 H 2.02716 -2.55391 -0.51282
74 H 5.17597 -0.18739 1.16757
75 H 6.29897 -2.22565 1.89836
76 H 1.75398 2.32067 0.32026
77 H 2.66562 4.43797 -0.35857
78 H 4.90822 4.58754 -1.44378
79 H 6.16665 2.48432 -1.86138
80 H 5.22490 0.31415 -1.24700

Forces on the atoms, in the same order (eV/Å):
0.6 -0.5 0.2
-0.1 0.0 -0.1
0.1 0.0 0.0
0.0 -0.1 0.0
-0.1 0.1 0.0
0.1 0.0 0.0
0.1 -0.1 0.0
-0.3 0.2 0.1
0.1 0.0 0.0
0.2 0.1 -0.1
0.1 0.2 -0.1
-0.4 -0.8 -0.1
0.2 0.4 0.0
0.0 0.0 0.1
-0.1 -0.1 0.0
0.0 0.0 0.1
0.2 0.3 -0.1
-0.1 -0.1 0.1
-0.4 -0.3 0.1
0.2 -0.1 0.0
-0.1 0.1 -0.1
0.0 0.1 0.1
0.0 0.0 -0.1
0.0 0.0 0.0
-0.2 0.0 0.1
0.1 -0.1 -0.1
0.0 0.0 0.0
0.0 0.0 0.0
0.0 0.0 0.0
0.0 0.0 0.0
0.0 0.0 0.0
0.0 0.0 0.0
0.0 0.0 0.0
0.0 -0.1 -0.1
0.0 0.1 0.2
0.0 0.0 0.0
0.0 0.0 0.0
0.0 0.0 0.0
0.0 0.0 0.0
0.1 0.0 0.0
0.0 0.1 0.0
0.0 0.0 0.0
0.0 0.0 0.0
0.0 0.0 0.0
0.0 0.0 0.0
0.0 0.0 0.0
0.0 0.0 0.1
0.0 0.0 0.0
-0.1 0.2 0.1
0.1 -0.1 -0.3
0.1 -0.3 0.5
0.0 0.1 -0.1
-0.7 0.9 -0.5
0.1 0.0 0.0
0.0 -0.1 0.0
0.0 0.0 0.0
0.0 0.1 0.0
0.0 0.1 0.0
-0.1 0.0 0.0
0.1 -0.2 0.1
-0.2 0.3 -0.1
0.0 -0.1 0.0
0.0 0.0 0.0
0.3 0.0 -0.1
-0.2 -0.1 0.2
0.0 0.2 -0.1
0.0 -0.1 0.0
0.0 0.0 0.0
0.0 0.0 0.0
0.0 0.0 0.0
0.0 0.0 0.0
0.0 0.0 0.0
-0.1 0.0 0.0
0.0 0.0 0.0
0.0 0.0 0.0
0.0 -0.1 0.0
0.0 0.0 0.0
0.0 0.0 0.0
0.0 0.0 0.0
0.0 0.0 0.0

Löwdin atomic charge list, values in e, 4 entries: atom 1 (Sr): 1.407, atom 2 (C): -0.036, atom 3 (C): -0.216, atom 4 (C): -0.056